Record 1
DFT (the ωB97M-V functional and the def2-TZVPD basis) results for a single C13H17Cl2NO2 molecule.

**SMILES string**: O=C(O)CCCCCNCc1c(Cl)cccc1Cl
**E_HOMO**: -0.3191 Ha
**Gap between HOMO and LUMO**: 9.367 eV
**E**: -44387.6603 eV
**Net charge**: 0
**Energy relative to the best compared isomer or geometry (same formula, charge and spin)**: 0.183 eV

Structure (XYZ):
```
35
Properties=species:S:1:pos:R:3:forces:R:3:nbo_charge:R:1
O 2.030910 -2.661834 -0.157207 0.063 -0.055 -0.210 -0.608
C 1.697491 -2.530480 0.991095 -0.046 -0.367 -0.253 0.804
O 2.283356 -1.655267 1.812620 0.191 0.336 0.588 -0.696
C 0.593106 -3.293753 1.677944 -0.032 0.189 0.164 -0.508
C -0.474356 -2.324160 2.196311 0.012 -0.036 -0.271 -0.392
C -1.171884 -1.592450 1.049064 -0.169 -0.002 0.351 -0.392
C -1.996601 -0.403066 1.536360 0.231 -0.186 -0.075 -0.415
C -1.137897 0.784431 2.021173 -0.301 -0.189 -0.112 -0.234
N -1.428180 1.980333 1.238313 0.047 0.446 0.374 -0.630
C -0.367436 2.415878 0.346724 0.108 0.151 0.123 -0.245
C -0.141611 1.393521 -0.736336 -0.005 0.081 0.057 -0.092
C -1.172445 1.065078 -1.617639 0.291 -0.196 -0.035 -0.012
Cl -2.675722 1.898021 -1.508256 -0.347 0.136 -0.254 0.027
C -1.025409 0.091552 -2.591755 -0.072 0.046 0.053 -0.229
C 0.179852 -0.575464 -2.713269 0.045 0.078 0.089 -0.186
C 1.234910 -0.259777 -1.878000 0.015 -0.001 -0.010 -0.223
C 1.060418 0.711644 -0.905337 -0.240 -0.088 -0.314 -0.021
Cl 2.420720 1.076565 0.105244 0.360 0.132 0.147 -0.011
H 2.936727 -1.117548 1.333166 -0.222 -0.242 -0.148 0.503
H 1.028706 -3.841626 2.515308 0.035 -0.066 -0.029 0.233
H 0.164925 -4.000529 0.967183 0.112 0.024 -0.002 0.228
H -1.211920 -2.878184 2.779871 -0.006 0.027 0.058 0.206
H 0.005253 -1.603349 2.859432 -0.028 -0.012 0.090 0.210
H -1.823489 -2.293106 0.522340 0.049 -0.057 -0.089 0.205
H -0.428502 -1.242513 0.330227 0.029 0.031 -0.123 0.198
H -2.660500 -0.735004 2.336208 -0.112 -0.040 0.025 0.196
H -2.622502 -0.042634 0.720287 -0.058 0.040 0.072 0.225
H -1.344555 0.979216 3.076651 0.104 0.042 -0.049 0.197
H -0.075260 0.528693 1.938883 0.063 -0.003 0.086 0.180
H -1.714091 2.750473 1.827972 0.048 -0.067 -0.056 0.367
H -0.692668 3.352371 -0.118372 0.081 -0.051 0.025 0.220
H 0.580214 2.606941 0.875467 -0.219 -0.003 -0.178 0.191
H -1.851966 -0.135413 -3.245882 -0.095 -0.001 -0.050 0.230
H 0.302478 -1.341971 -3.461358 0.005 -0.082 -0.087 0.225
H 2.175539 -0.779146 -1.960877 0.065 -0.015 0.043 0.247
```
Forces are in eV/Å.



Record 2
DFT (the ωB97M-V functional and the def2-TZVPD basis) results for a molecular structure, C13H17ClN2V.

**E_HOMO (spin up / spin down)**: -0.6226 / -0.6221 Ha
**Gap between HOMO and LUMO (spin up / spin down)**: 7.306 / 7.665 eV
**E**: -54930.5403 eV
**Net charge**: +2
**2S+1**: 2
**Energy relative to the best compared isomer or geometry (same formula, charge and spin)**: 0.000 eV

Structure (XYZ):
```
34
Properties=species:S:1:pos:R:3:forces:R:3:lowdin_spin:R:1
C 1.700503 1.412827 3.147953 -0.236 -0.303 0.781 0.000
C 1.653194 0.036533 3.839303 0.425 0.277 0.587 0.000
H 2.160693 1.378293 2.167168 0.329 0.091 -0.413 0.000
H 2.301942 2.076715 3.780105 -0.117 0.107 -0.463 0.000
H 0.706983 1.859757 3.091487 0.254 0.114 -0.014 0.000
H 1.781451 -0.808120 3.172771 0.125 -0.025 0.188 0.000
H 2.472893 -0.025217 4.567480 -0.263 -0.101 -0.207 0.000
H 0.729142 -0.087146 4.404236 -0.021 -0.076 -0.025 0.000
C 0.500124 2.429517 -1.130013 -0.375 -0.777 -0.406 0.009
C 0.914242 2.771990 -2.409658 0.153 0.335 0.050 0.001
C 0.713205 1.887419 -3.476720 -0.131 -0.059 0.378 0.000
C 0.024775 0.692691 -3.254961 -0.448 -0.363 0.724 0.001
H 0.650760 3.052566 -0.247418 0.121 -0.048 -0.301 0.001
H 1.424700 3.726266 -2.559277 -0.182 -0.349 0.020 0.000
H 1.081454 2.119196 -4.475373 -0.021 -0.001 0.275 0.000
H -0.098854 -0.072713 -4.021367 -0.061 0.504 -0.008 0.000
N -0.164437 1.255297 -0.915643 0.284 0.911 -1.661 -0.002
C -0.486221 0.428751 -1.980456 1.594 1.354 -0.087 0.001
C -1.240298 -0.727091 -1.566178 -0.732 -1.635 1.029 0.000
N -1.494760 -0.730992 -0.204518 -0.543 -1.434 -0.816 -0.006
C -2.171764 -1.784850 0.346623 0.311 0.585 -0.801 0.008
C -2.370560 -2.843846 -1.820369 -0.083 0.255 0.505 0.000
C -2.647757 -2.824063 -0.447352 0.051 0.114 0.155 0.000
H -2.318368 -1.737739 1.423055 -0.074 -0.104 -0.172 0.001
H -3.215499 -3.619974 0.028750 0.091 0.146 -0.156 0.000
C -1.620962 -1.808050 -2.370473 0.313 1.039 0.149 0.002
H -1.312158 -1.792703 -3.415642 -0.345 -0.151 0.236 0.000
H -2.754011 -3.641772 -2.450398 0.180 0.037 0.132 0.000
V -0.288584 0.434523 0.808698 -0.840 0.309 0.464 1.122
C 1.102925 -0.927932 0.807397 -0.195 -0.173 0.489 -0.084
H 0.963796 -1.830928 0.209230 -0.020 0.261 -0.133 -0.003
H 0.706223 -1.131854 1.830783 0.207 -0.247 0.016 -0.004
H 2.151759 -0.622598 0.859184 -0.177 0.118 0.067 -0.005
Cl -1.556529 1.455247 2.261596 0.425 -0.708 -0.583 -0.043
```
Forces are in eV/Å.



Record 3
DFT (the ωB97M-V functional and the def2-TZVPD basis) results for 2 unconnected molecules or ions with the total composition C13H17FN2O4.

**SMILES string**: [H]/N=C(\C)COC(=O)ON(C)C(C)=O.Fc1ccccc1
**E_HOMO**: -0.3480 Ha
**Gap between HOMO and LUMO**: 10.114 eV
**E**: -27642.0490 eV
**Net charge**: 0
**Energy relative to the best compared isomer or geometry (same formula, charge and spin)**: 3.873 eV

Structure (XYZ):
```
37
Properties=species:S:1:pos:R:3:forces:R:3:nbo_charge:R:1
H 4.746526 2.774065 -0.659906 0.152 0.079 -0.060 0.340
N 3.883975 2.241405 -0.633645 -0.738 0.054 -0.218 -0.599
C 4.052195 1.121647 -0.082449 0.856 0.130 0.069 0.288
C 5.370427 0.662849 0.486390 -0.450 0.322 0.173 -0.680
C 2.920655 0.140714 0.053325 0.005 -0.442 0.265 -0.126
O 2.426823 -0.300923 -1.210700 -0.092 0.576 -0.110 -0.505
C 1.770481 0.610566 -1.959740 0.561 0.291 -2.439 0.994
O 2.114080 0.879874 -3.092742 -0.733 -0.539 2.104 -0.526
O 0.551323 1.040864 -1.466910 0.481 -0.137 0.076 -0.425
N 0.690281 2.173069 -0.598139 -0.726 0.266 0.311 -0.178
C 0.674552 3.396622 -1.384734 -0.117 0.066 -0.307 -0.433
C -0.365970 2.114238 0.347490 -0.589 0.476 0.407 0.675
C -0.662845 0.774606 0.957494 0.352 0.321 -0.139 -0.711
O -0.969466 3.121677 0.671265 0.794 -0.568 -0.291 -0.563
H 5.279795 0.651131 1.569228 0.057 -0.208 0.263 0.228
H 5.622247 -0.331000 0.146882 0.132 -0.292 -0.092 0.229
H 6.151922 1.365727 0.238869 0.279 0.102 -0.145 0.219
H 2.128149 0.505519 0.687344 -0.256 0.394 0.049 0.206
H 3.307478 -0.746694 0.532141 0.005 -0.382 -0.009 0.197
H 0.972597 4.230980 -0.772447 0.199 0.102 0.332 0.227
H 1.357966 3.295815 -2.210288 0.332 -0.107 -0.154 0.229
H -0.320627 3.607364 -1.760577 -0.247 -0.028 -0.123 0.196
H -1.473845 0.864776 1.654199 -0.356 0.170 0.122 0.251
H -0.892948 0.052862 0.192032 -0.057 -0.330 -0.174 0.242
H 0.203584 0.430217 1.508887 0.244 -0.203 0.048 0.224
F -2.585553 -1.216472 2.001287 -0.074 -0.108 0.034 -0.332
C -3.359960 -2.056036 1.280169 -0.108 -0.111 -0.094 0.398
C -3.594156 -1.774622 -0.050650 0.087 0.149 -0.059 -0.287
C -4.386432 -2.643085 -0.786484 -0.019 -0.067 0.085 -0.187
C -4.935594 -3.767104 -0.185798 -0.029 -0.029 -0.032 -0.229
C -4.689312 -4.026876 1.154989 0.013 0.057 -0.088 -0.188
C -3.892204 -3.168907 1.897882 0.035 -0.039 0.176 -0.286
H -3.164035 -0.889038 -0.498603 0.006 0.009 0.015 0.229
H -4.575209 -2.440076 -1.831485 0.001 0.026 -0.017 0.219
H -5.555422 -4.439584 -0.762725 -0.007 -0.009 -0.004 0.217
H -5.119305 -4.900035 1.625873 0.007 -0.018 0.021 0.218
H -3.682175 -3.356136 2.942280 0.004 0.031 0.004 0.230
```
Forces are in eV/Å.



Record 4
DFT (the ωB97M-V functional and the def2-TZVPD basis) results for a molecular structure, C13H17IN2O3SSr.

**E_HOMO**: -0.2833 Ha
**Gap between HOMO and LUMO**: 7.135 eV
**E**: -42655.2631 eV
**Net charge**: 0
**Energy relative to the best compared isomer or geometry (same formula, charge and spin)**: 0.000 eV

Structure (XYZ):
```
38
Properties=species:S:1:pos:R:3:forces:R:3:nbo_charge:R:1
C 2.682784 3.285193 0.869611 0.238 0.294 0.156 -0.652
C 3.558577 2.083296 0.526063 0.673 0.128 0.279 -0.624
H 2.532737 3.948077 0.018726 -0.079 -0.070 0.013 0.243
H 3.166136 3.874419 1.650634 0.116 -0.043 -0.073 0.237
H 1.690573 3.096276 1.293635 0.207 -0.034 0.060 0.188
H 3.161418 1.366597 -0.207290 0.100 0.084 0.043 0.146
H 4.490646 2.447372 0.072503 -0.248 -0.115 0.061 0.230
H 3.840768 1.525678 1.425743 -0.206 -0.063 -0.257 0.238
C -2.718603 1.271348 -0.678144 0.183 0.033 -0.364 0.070
C -3.920603 1.185575 -1.397516 0.450 -0.434 0.217 -0.242
C -4.112467 0.066788 -2.216025 0.396 0.279 0.326 -0.156
C -3.103601 -0.892950 -2.290874 0.592 -0.013 0.283 -0.249
H -2.521795 2.082429 0.042513 -0.195 -0.367 -0.607 0.242
H -4.652918 1.983682 -1.293286 0.065 -0.329 -0.024 0.236
H -5.032076 -0.065195 -2.777988 0.121 0.035 0.076 0.225
H -3.213085 -1.804019 -2.869205 -0.312 0.318 -0.001 0.211
N -1.700144 0.412779 -0.857580 -0.372 -0.357 0.086 -0.534
C -1.887217 -0.692399 -1.612044 -0.759 0.967 0.017 0.247
C -0.773941 -1.679961 -1.661398 0.953 -0.570 -0.004 0.148
N 0.355207 -1.392787 -0.961865 -0.176 -0.493 0.045 -0.497
C 1.316407 -2.335330 -0.857400 -0.433 -0.070 -0.619 0.060
C 0.163582 -3.786326 -2.392012 0.183 0.214 0.240 -0.154
C 1.284009 -3.536386 -1.594350 -0.214 0.668 0.361 -0.250
H 2.143787 -2.117602 -0.165346 -0.406 -0.003 -0.420 0.219
H 2.124015 -4.228532 -1.519379 -0.356 0.156 -0.072 0.231
C -0.894378 -2.882758 -2.384066 0.158 0.587 0.376 -0.223
H -1.818135 -3.068317 -2.924470 0.400 -0.196 0.013 0.218
H 0.108970 -4.678772 -3.008342 -0.011 0.061 0.163 0.226
Sr 0.708019 1.257989 0.089533 -1.040 -0.322 -0.147 1.779
I -0.509948 4.248610 -0.431809 -0.008 -0.265 -0.144 -0.883
C 0.532027 0.035976 4.416662 -0.031 -0.133 0.394 -0.899
S 0.376318 -0.314648 2.674049 -0.293 0.187 -0.304 2.347
O -0.220918 -1.630595 2.547391 0.463 0.675 -0.034 -0.962
O -0.489408 0.806283 2.171251 0.672 -0.796 -0.013 -1.084
O 1.729910 -0.171464 2.024673 -1.194 -0.056 0.335 -1.085
H 0.263392 -0.868540 4.979899 0.377 0.208 -0.276 0.250
H -0.216218 0.797896 4.669798 0.404 -0.077 -0.203 0.256
H 1.556190 0.370302 4.627687 -0.418 -0.089 0.019 0.245
```
Forces are in eV/Å.



Record 5
DFT (the ωB97M-V functional and the def2-TZVPD basis) results for a single C13H17N molecule.

**SMILES string**: CC=C=CCN(C)Cc1ccccc1
**E_HOMO**: -0.3079 Ha
**Gap between HOMO and LUMO**: 9.317 eV
**E**: -15244.5224 eV
**Net charge**: 0
**Energy relative to the best compared isomer or geometry (same formula, charge and spin)**: 2.695 eV

Structure (XYZ):
```
31
Properties=species:S:1:pos:R:3:forces:R:3:nbo_charge:R:1
C 3.638823 0.223889 1.171886 0.814 -1.746 0.280 -0.638
C 3.505993 0.657198 -0.250081 0.353 0.751 -0.462 -0.285
C 2.656854 0.142342 -1.099693 0.744 0.595 0.425 0.087
C 1.793376 -0.342817 -1.936310 0.000 -0.379 -0.016 -0.287
C 0.369068 0.143229 -1.975848 -0.422 -0.320 -0.867 -0.238
N -0.560085 -0.962231 -1.768469 0.184 -0.586 -0.051 -0.438
C -1.832512 -0.720760 -2.350324 -1.662 1.348 -0.059 -0.407
C -0.671405 -1.496035 -0.406245 1.441 1.369 0.664 -0.238
C -1.147280 -0.520041 0.676270 -1.784 -0.089 -0.867 -0.048
C -0.305275 0.414360 1.243472 1.190 -0.425 0.937 -0.177
C -0.750147 1.281007 2.251055 -1.088 0.805 -0.074 -0.226
C -2.113441 1.301228 2.618740 0.165 0.168 -0.708 -0.222
C -2.988480 0.424176 1.954069 -0.103 0.511 0.371 -0.199
C -2.535956 -0.468609 0.988800 1.118 0.661 0.697 -0.226
H 4.701115 -0.033805 1.360663 -0.357 0.112 -0.098 0.217
H 3.091583 -0.762776 1.370218 0.318 1.764 0.018 0.222
H 3.455477 1.062585 1.847321 -0.544 -0.356 0.153 0.222
H 4.196116 1.492878 -0.546224 -0.887 -0.798 0.039 0.221
H 2.118009 -1.192844 -2.550115 -0.453 0.303 0.055 0.231
H 0.126898 0.603225 -2.967575 0.263 -0.484 0.666 0.208
H 0.188955 0.912358 -1.239064 0.238 0.556 0.303 0.193
H -2.451114 0.063338 -1.809974 0.629 -0.316 -0.423 0.160
H -2.482000 -1.585733 -2.321835 0.100 -0.565 -0.040 0.196
H -1.760410 -0.392319 -3.398686 0.151 -0.172 0.338 0.201
H 0.325656 -1.846417 -0.094654 -0.247 -0.064 -0.210 0.206
H -1.344358 -2.315794 -0.398185 -0.537 -0.918 -0.283 0.204
H 0.776980 0.325874 0.993044 -0.877 0.429 0.196 0.210
H -0.124898 2.080562 2.655521 0.153 -0.541 -0.053 0.214
H -2.553644 2.084025 3.286701 0.735 -0.926 -0.470 0.218
H -4.055353 0.515008 2.187816 0.366 -0.258 -0.169 0.209
H -3.268547 -1.087100 0.507708 -0.001 -0.428 -0.292 0.211
```
Forces are in eV/Å.



Record 6
DFT (the ωB97M-V functional and the def2-TZVPD basis) results for a molecular structure, C13H17N2O2S4SbTc.

**E_HOMO (spin up / spin down)**: -0.6659 / -0.6659 Ha
**Gap between HOMO and LUMO (spin up / spin down)**: 5.249 / 5.210 eV
**E**: -72878.5001 eV
**Net charge**: +3
**Energy relative to the best compared isomer or geometry (same formula, charge and spin)**: 0.112 eV

Structure (XYZ):
```
40
Properties=species:S:1:pos:R:3:forces:R:3:nbo_charge:R:1
Tc -0.399996 -1.679688 -0.355061 0.178 2.288 4.739 0.938
S -1.524268 2.147527 3.103827 0.389 -0.651 -0.394 0.032
Sb -0.376600 -0.064671 2.970512 0.706 -0.721 0.101 1.182
S 0.930875 -0.187147 0.689963 -1.569 -1.161 -0.659 -0.057
S -1.618397 -1.877903 1.494070 0.991 0.586 -1.187 -0.012
S 0.727521 -0.968070 4.712181 -0.956 0.875 -1.275 -0.285
C 3.835400 -4.528442 -0.962138 1.449 0.307 -0.206 -0.413
N 2.434031 -4.864475 -0.786498 -0.508 0.535 0.304 -0.341
C 2.041870 -6.250604 -0.990051 -0.657 -1.388 -0.329 -0.425
C 1.599641 -3.966245 -0.495392 0.074 -0.083 -0.030 0.801
N 0.840176 -3.104846 -0.207365 0.835 -1.375 -0.558 -0.585
H 4.439580 -5.083023 -0.238585 -0.207 0.070 -0.003 0.261
H 3.998836 -3.460312 -0.826489 -0.040 -0.066 -0.004 0.234
H 4.154177 -4.820487 -1.967479 -0.180 0.062 0.099 0.260
H 2.930047 -6.875803 -0.892157 -0.071 0.164 0.092 0.266
H 1.629923 -6.393125 -1.994293 0.124 0.134 0.111 0.254
H 1.297972 -6.565578 -0.255868 0.134 0.116 -0.023 0.251
C -0.287822 4.871499 1.912840 0.167 0.526 0.280 -0.703
C -0.644489 3.771243 1.015684 0.110 -0.340 -0.584 0.285
C 0.013433 3.564372 -0.174040 0.083 0.181 0.296 -0.305
C -0.313028 2.525277 -1.053873 -0.370 0.275 0.557 0.308
C 0.477131 2.340986 -2.277858 0.187 -0.028 -0.385 -0.704
C -1.431714 1.695231 -0.745764 -0.476 -0.413 -0.003 -0.252
C -2.182040 1.850158 0.391870 0.354 0.041 -0.331 0.252
C -3.430930 1.096662 0.639250 -0.360 -0.091 -0.011 -0.707
C -1.782312 2.887184 1.376807 0.154 -0.374 0.238 -0.460
C -1.838416 0.614243 -1.744188 -0.820 2.996 -0.385 0.771
O -2.468736 0.780810 -2.730118 0.389 -0.561 0.415 -0.382
O -1.364140 -0.558988 -1.311822 -0.077 -1.805 -0.941 -0.566
H 0.788895 4.918571 2.089872 0.000 -0.114 0.055 0.286
H -0.818275 4.843496 2.860915 0.033 0.042 0.043 0.252
H -0.516161 5.824564 1.420641 -0.122 -0.009 -0.027 0.304
H 0.823634 4.226818 -0.451344 0.078 0.019 0.064 0.266
H 1.546307 2.442691 -2.081327 -0.016 -0.011 0.084 0.280
H 0.245863 3.154872 -2.979082 -0.098 -0.033 0.022 0.318
H 0.278477 1.403363 -2.790756 0.011 0.004 -0.058 0.237
H -3.443911 0.122331 0.154894 -0.006 -0.084 -0.009 0.244
H -4.254767 1.662441 0.184721 -0.012 0.023 -0.016 0.308
H -3.679608 0.987960 1.696256 0.097 0.027 -0.083 0.265
H -2.658179 3.517108 1.597246 0.001 0.034 -0.001 0.340
```
Forces are in eV/Å.